Record 1
Here is 4 unconnected molecules or ions with the total composition C20H44N2O6 from OMol25. Energies are from wB97M-V/def2-TZVPD.

Last column: Löwdin spin population.
Positions of all 72 atoms, in Å:
C  -0.69492  -1.43868  0.62985  0.019
C  0.56801  -0.35706  0.72598  0.025
C  -0.17445  1.14289  0.66347  0.007
C  1.53240  -0.40093  -0.61310  -0.001
C  3.13897  -0.31678  -0.29286  0.000
C  3.94380  -0.64270  -1.69181  0.000
N  3.66314  0.33237  -2.81717  0.000
C  3.66050  1.12845  0.27895  -0.001
O  4.95084  1.46254  -0.00069  -0.001
O  2.89627  2.07693  1.10429  0.018
C  3.44823  -1.43873  0.86217  -0.002
C  2.39800  -1.41283  2.11732  0.026
C  3.31238  -0.99901  3.45685  0.005
C  1.91187  -2.95549  2.38039  0.020
N  1.30259  -0.38487  2.04085  0.367
O  0.47553  -0.45357  3.10274  0.514
H  -0.61059  -2.32634  1.38582  0.001
H  -1.70444  -0.86730  0.91339  0.001
H  -0.87458  -1.82801  -0.47908  0.000
H  0.50042  1.93670  0.08200  0.000
H  -0.52529  1.51697  1.71542  0.000
H  -1.13604  1.01199  -0.03128  0.000
H  1.34462  -1.41460  -1.21171  0.000
H  1.23596  0.46288  -1.38110  0.000
H  3.64358  -1.73667  -2.06330  0.000
H  5.12169  -0.67512  -1.54765  0.000
H  3.24484  1.23094  -2.47925  0.000
H  2.92861  -0.11018  -3.42136  0.000
H  3.43378  -2.54648  0.41716  0.000
H  4.57708  -1.27695  1.21286  0.000
H  2.78559  -1.37514  4.43542  0.000
H  3.61669  0.13283  3.46734  0.000
H  4.30652  -1.64596  3.34690  0.000
H  2.80621  -3.63840  2.74234  0.001
H  0.98857  -3.02803  3.11205  0.003
H  1.59145  -3.39396  1.32088  0.000
C  -5.31378  -1.59679  -1.31608  0.000
C  -4.40512  -2.81449  -1.26173  0.000
C  -5.14679  -4.03689  -0.74494  0.000
O  -3.29690  -2.53893  -0.40883  0.001
H  -5.68928  -1.34313  -0.31838  0.000
H  -4.76344  -0.72173  -1.67810  0.000
H  -6.16843  -1.77119  -1.97716  0.000
H  -4.00624  -3.02101  -2.26084  0.000
H  -5.51636  -3.86970  0.27297  0.000
H  -4.47727  -4.90254  -0.69959  0.000
H  -5.99644  -4.28454  -1.38885  0.000
H  -3.64156  -2.35432  0.48069  0.000
C  -6.03242  1.46932  -5.98421  0.000
C  -5.44963  0.54126  -4.93042  0.000
C  -5.26337  -0.86648  -5.47355  0.000
O  -6.32065  0.50106  -3.80294  0.000
H  -7.01869  1.12106  -6.31092  0.000
H  -6.17251  2.47584  -5.57560  0.000
H  -5.37750  1.53433  -6.85869  0.000
H  -4.48641  0.93361  -4.58653  0.000
H  -6.22237  -1.29751  -5.78215  0.000
H  -4.85479  -1.52623  -4.70061  0.000
H  -4.58538  -0.87161  -6.33272  0.000
H  -7.17857  0.15390  -4.09886  0.000
C  5.66291  4.53029  4.91494  0.000
C  4.18675  4.80326  4.67438  0.000
C  3.52386  3.65287  3.93372  0.000
O  4.04589  5.99935  3.91212  0.000
H  6.19905  4.41109  3.96673  0.000
H  6.12973  5.37189  5.43787  0.000
H  5.80456  3.62447  5.51268  0.000
H  3.68120  4.96406  5.63279  0.000
H  3.98419  3.50260  2.95076  0.000
H  2.46471  3.86858  3.75672  0.000
H  3.60131  2.72070  4.50198  0.000
H  4.49188  5.86583  3.05925  0.000

Summary:
**⟨S²⟩**: 0.75
**LUMO level (alpha / beta)**: 2.1 / 2.1 eV
**Calculated total energy**: -36712.495 eV
**Molar mass**: 408.58 g mol⁻¹
**Net charge**: -1
**Multiplicity**: 2



Record 2
Here is a molecular structure, C20H45INbO32S8 from OMol25. Energies are from wB97M-V/def2-TZVPD.

Last column: Mulliken charge in e.
Positions of all 107 atoms, in Å:
C  -0.92421  -0.88478  -4.86833  -0.306
Nb  -1.61276  1.27092  -5.36929  -0.746
C  -3.63731  0.87401  -4.29916  -0.973
C  -4.55955  0.08395  -5.40880  -0.042
C  -5.85388  -0.70908  -4.78961  -0.799
I  -5.28738  1.55951  -6.87461  0.046
H  -0.40727  -0.93459  -3.79541  -0.070
H  -0.20264  -1.29889  -5.72466  0.369
H  -1.87845  -1.57574  -4.90751  -0.306
H  -2.33385  0.63027  -6.94188  0.018
H  -2.16003  2.93434  -5.82883  0.027
H  -0.87413  1.95426  -3.86280  0.136
H  -0.05918  1.59179  -6.25542  0.015
H  -4.11144  1.95695  -4.15502  0.552
H  -3.47599  0.29822  -3.29294  -0.059
H  -3.88625  -0.70570  -5.95759  0.304
H  -6.13513  -1.61180  -5.51834  0.259
H  -6.80910  0.00564  -4.82277  0.287
H  -5.69322  -1.15463  -3.71505  0.139
C  0.19217  1.58470  0.83460  -0.278
C  0.97281  1.96933  -0.41934  -0.463
O  0.90632  0.82428  -1.26622  -0.167
S  -0.51432  0.06266  -1.01691  0.625
O  -1.43991  0.48669  -2.04385  -0.173
O  -0.24341  -1.32602  -0.72609  -0.615
O  -0.91654  0.81513  0.37230  -0.053
H  0.79407  0.95219  1.49505  0.289
H  -0.15612  2.46035  1.38886  0.305
H  2.01172  2.22727  -0.20046  0.360
H  0.49318  2.80391  -0.94162  0.319
C  5.10937  -0.54249  -1.97817  -0.219
C  4.90587  0.36483  -3.18858  -0.370
O  4.35784  1.57139  -2.66260  -0.280
S  4.95360  1.81472  -1.16383  0.965
O  6.06608  2.73312  -1.26410  -0.445
O  3.84588  2.01595  -0.25892  -0.546
O  5.55098  0.31624  -0.92804  -0.329
H  4.16587  -1.00286  -1.66764  0.211
H  5.84959  -1.32432  -2.16811  0.311
H  4.23292  -0.07358  -3.92932  0.359
H  5.86195  0.60748  -3.66435  0.267
C  -1.43524  -4.18952  2.82483  -0.460
C  -1.37675  -3.03698  3.82381  -0.361
O  -0.74005  -1.96957  3.12522  -0.286
S  -1.12630  -2.06664  1.54351  1.140
O  -2.22399  -1.15985  1.29062  -0.410
O  0.09566  -2.05747  0.77336  -0.531
O  -1.71632  -3.58631  1.56295  -0.325
H  -0.46805  -4.69722  2.75175  0.304
H  -2.20935  -4.91814  3.08003  0.317
H  -0.81703  -3.29560  4.72580  0.353
H  -2.38266  -2.70561  4.10250  0.277
C  -2.57727  -4.52951  -4.84901  0.043
C  -3.31299  -5.60261  -4.05095  -0.320
O  -3.16037  -6.80108  -4.80801  -0.328
S  -1.72333  -6.76162  -5.57860  1.086
O  -0.76839  -7.50934  -4.79112  -0.547
O  -1.95112  -7.00958  -6.98325  -0.543
O  -1.41776  -5.17325  -5.37469  -0.291
H  -3.18345  -4.17926  -5.69069  0.226
H  -2.29122  -3.67650  -4.22786  0.074
H  -4.37064  -5.36644  -3.91181  0.325
H  -2.84353  -5.75833  -3.07387  0.292
C  -1.67871  1.71924  4.27819  0.017
C  -1.80634  1.24410  5.72308  -0.394
O  -0.48322  1.29711  6.25160  -0.190
S  0.32313  2.52302  5.53930  1.046
O  0.26384  3.67165  6.41580  -0.559
O  1.56027  2.00541  5.00267  -0.547
O  -0.71442  2.77021  4.30630  -0.278
H  -1.29485  0.92195  3.63357  -0.078
H  -2.62858  2.08388  3.87811  0.356
H  -2.20977  0.23122  5.79437  0.323
H  -2.43143  1.92658  6.30858  0.302
C  -5.28620  0.30501  -0.05230  -0.017
C  -5.26524  -0.61560  1.16498  -0.034
O  -6.45475  -0.30605  1.88750  -0.368
S  -7.61730  0.13296  0.83101  1.067
O  -8.44991  -1.02048  0.57129  -0.554
O  -8.14941  1.41128  1.24231  -0.546
O  -6.65146  0.36436  -0.46186  -0.289
H  -4.96610  1.31758  0.21378  0.327
H  -4.66017  -0.07169  -0.86560  0.093
H  -4.38278  -0.45961  1.79003  0.021
H  -5.31675  -1.66745  0.86449  0.329
C  2.06192  0.87001  9.34300  -0.270
C  1.89121  0.47420  10.80721  -0.330
O  0.78957  -0.43075  10.82317  -0.315
S  0.77160  -1.26831  9.42367  1.108
O  1.41678  -2.54220  9.65191  -0.553
O  -0.54143  -1.14537  8.83441  -0.512
O  1.80383  -0.31686  8.59472  -0.255
H  1.32458  1.62439  9.05011  0.215
H  3.06730  1.24346  9.13084  0.322
H  1.69288  1.33453  11.45085  0.305
H  2.77281  -0.06051  11.17625  0.293
C  8.69757  4.43187  -1.95398  -0.227
C  10.17293  4.32128  -1.57878  -0.278
O  10.88460  4.53896  -2.79489  -0.321
S  10.03708  5.57541  -3.72651  1.088
O  10.58186  6.90144  -3.53684  -0.537
O  9.85757  4.97706  -5.02887  -0.534
O  8.62637  5.48433  -2.91442  -0.292
H  8.34181  3.51217  -2.42951  0.221
H  8.06794  4.66085  -1.09003  0.284
H  10.42295  3.34574  -1.15500  0.301
H  10.46035  5.10850  -0.87379  0.299

Summary:
**LUMO level**: 1.2 eV
**Calculated total energy**: -183303.563 eV
**Molar mass**: 1273.89 g mol⁻¹
**Net charge**: -1



Record 3
Here is a molecular structure, C20H45N2P3RuSSe from OMol25. Energies are from wB97M-V/def2-TZVPD.

Last column: Löwdin spin population.
Positions of all 73 atoms, in Å:
Ru  0.41571  0.20960  -0.28336  2.535
P  0.65383  0.12777  1.91364  0.146
P  1.34197  -1.82695  -0.69086  0.145
P  -1.32974  1.67546  -0.28178  0.146
H  -1.00572  -1.48296  -3.74749  0.001
C  -0.69405  -0.46069  -3.98170  0.010
C  0.00336  0.32146  -3.15653  0.133
H  0.17363  -0.02153  -2.09646  0.072
C  -0.64371  -0.94935  2.63223  0.060
C  2.17246  -0.53966  2.69737  0.026
C  0.47668  1.68086  2.87955  0.023
C  0.97182  -2.48614  -2.34532  0.030
C  3.17741  -1.83855  -0.63296  0.029
C  0.80867  -3.17908  0.40530  0.022
C  -2.22056  1.81265  -1.86060  0.030
C  -0.85747  3.40694  0.08293  0.027
C  -2.68082  1.19321  0.86429  0.022
H  -1.00878  -0.11948  -4.96700  0.004
H  0.45602  1.26827  -3.47252  0.003
H  -0.49194  -0.98954  3.71498  0.009
H  -0.58620  -1.96401  2.22744  0.003
H  -1.64047  -0.55370  2.42385  0.002
H  2.03877  -0.48076  3.78673  0.006
H  3.04001  0.07740  2.43038  0.000
H  2.36950  -1.57780  2.40333  0.000
H  0.85217  1.48667  3.89578  0.005
H  -0.57949  1.97784  2.94669  0.000
H  1.07031  2.50279  2.44900  0.000
H  1.56469  -3.38218  -2.55485  0.005
H  1.18812  -1.72278  -3.09784  0.001
H  -0.09639  -2.72528  -2.40474  0.001
H  3.55586  -2.73093  -1.14197  0.003
H  3.53578  -1.83968  0.40030  0.000
H  3.55419  -0.94768  -1.14530  0.002
H  1.23677  -4.12282  0.04122  0.003
H  -0.28829  -3.27234  0.40730  0.006
H  1.15034  -3.00836  1.43164  0.000
H  -2.97433  2.60686  -1.80118  0.005
H  -2.69579  0.84887  -2.08740  0.000
H  -1.50780  2.04307  -2.66070  0.001
H  -1.71190  4.06229  -0.14169  0.003
H  -0.00523  3.68241  -0.55543  0.002
H  -0.57244  3.52956  1.13575  0.000
H  -3.57529  1.79767  0.64982  0.004
H  -2.39660  1.34271  1.91453  0.000
H  -2.92332  0.13180  0.69599  0.004
C  -3.99684  -2.79189  -0.76742  0.165
C  -3.31078  -2.16822  -1.82181  0.059
C  -3.97808  -1.86932  -3.01270  0.037
C  -5.33881  -2.17113  -3.13602  0.140
C  -6.03599  -2.76787  -2.08379  0.013
C  -5.36619  -3.08715  -0.90179  0.071
Se  -2.99078  -3.29324  0.80315  0.472
H  -3.54688  -2.19852  1.62258  0.025
H  -2.23988  -1.95296  -1.70260  0.010
H  -3.43480  -1.40881  -3.84187  0.000
H  -5.84992  -1.94635  -4.06358  0.006
H  -7.10250  -2.99625  -2.15319  -0.001
H  -5.86957  -3.59056  -0.07195  0.002
C  5.41555  1.87082  1.66569  0.003
N  4.15956  1.33999  1.12440  0.024
C  3.15230  2.15113  0.69317  0.068
S  2.20029  1.62996  -0.67453  0.337
N  2.97945  3.37847  1.21684  0.027
C  3.44685  3.85836  2.52959  0.004
H  5.75225  2.75113  1.10295  0.001
H  6.16670  1.08326  1.57118  0.000
H  5.29200  2.12902  2.72382  0.001
H  4.28632  0.54482  0.49351  0.002
H  2.25020  3.92723  0.76298  0.002
H  4.48038  4.24481  2.47784  0.001
H  2.79536  4.69639  2.81942  0.000
H  3.36211  3.07299  3.30179  0.001

Summary:
**⟨S²⟩**: 8.78
**Energy above the lowest of the compared OMol25 structures with the same formula, charge and spin**: 14.86 kcal per mole
**LUMO level (alpha / beta)**: -8.0 / -12.7 eV
**Calculated total energy**: -131051.124 eV
**Molar mass**: 618.61 g mol⁻¹
**Net charge**: +3
**Multiplicity**: 6